P.
C5H4 | wB97M-V/def2-TZVPD

ORCA input file:
```
! RIJCOSX wB97M-V def2-TZVPD def2/J DEFGRID3
* xyz 0 1
C -1.874 -0.301 0.089
C -0.426 -0.191 0.094
C 0.728 0.153 0.068
C 2.094 0.410 0.021
C 3.264 0.906 -0.036
H -2.264 -0.944 0.884
H -2.246 -0.642 -0.882
H -2.213 0.724 0.260
H 2.904 -0.462 0.002
*
```

Calculated values
Kohn-Sham gap, eV: 10.34
HOMO energy, eV: -9.6591
LUMO, eV: 0.681

---

Q.
C5H4 | wB97M-V/def2-TZVPD

ORCA input file:
```
! RIJCOSX wB97M-V def2-TZVPD def2/J DEFGRID3
* xyz 0 1
C 0.990 0.265 -0.091
C 2.232 -0.005 0.124
C 0.247 -0.998 -0.253
C -0.908 -0.405 0.039
C -0.313 0.963 0.058
H 0.438 -2.066 -0.311
H -1.874 -0.716 0.293
H -0.273 1.435 1.028
H -0.539 1.527 -0.886
*
```

Calculated values
Kohn-Sham gap, eV: 9.16
HOMO energy, eV: -9.1972
LUMO, eV: -0.035

---

R.
C5H4 | wB97M-V/def2-TZVPD

ORCA input file:
```
! RIJCOSX wB97M-V def2-TZVPD def2/J DEFGRID3
* xyz 0 1
C 2.708 0.208 0.062
C 1.960 0.505 -0.836
C 0.594 0.344 -1.021
C -0.479 -0.016 -0.601
C -1.697 -0.210 0.171
H 2.933 -0.126 1.043
H -1.630 -1.060 0.863
H -2.579 -0.340 -0.456
H -1.812 0.695 0.776
*
```

Calculated values
Kohn-Sham gap, eV: 9.75
HOMO energy, eV: -9.0408
LUMO, eV: 0.705
SMILES: C#CC#CC

---

Result of the stability comparison: Q is the least stable of them.

---

P.
C4H12NS2 | wB97M-V/def2-TZVPD

ORCA input file:
```
! RIJCOSX wB97M-V def2-TZVPD def2/J DEFGRID3
* xyz 1 1
C -2.784 1.875 -1.280
C -2.262 1.458 0.131
S -1.306 -0.051 -0.430
S 0.072 -0.828 0.865
C 1.536 0.195 0.727
C 2.850 -0.480 0.535
N 2.799 -1.416 -0.677
H -3.703 1.379 -1.548
H -2.128 1.694 -2.235
H -3.218 2.989 -1.344
H -3.072 1.182 0.870
H -1.611 2.206 0.542
H 1.348 1.003 0.004
H 1.468 0.908 1.680
H 3.573 0.294 0.318
H 3.159 -0.950 1.527
H 1.878 -1.941 -0.690
H 2.969 -0.911 -1.562
H 3.458 -2.180 -0.460
*
```

Calculated values
Kohn-Sham gap, eV: 8.70
HOMO energy, eV: -12.3827
LUMO, eV: -3.680
SMILES: CCSSCC[NH3+]

---

Q.
C4H12NS2 | wB97M-V/def2-TZVPD

ORCA input file:
```
! RIJCOSX wB97M-V def2-TZVPD def2/J DEFGRID3
* xyz 1 1
C 1.882 1.106 0.701
C -2.093 -1.584 -0.626
C -0.682 0.180 1.160
C 0.835 0.319 -0.084
N 0.184 0.965 -1.240
S 1.329 -1.467 -0.467
S -2.217 0.059 0.140
H 2.695 1.562 0.060
H 2.188 0.609 1.540
H 1.453 2.085 1.159
H -1.161 -1.825 -1.175
H -2.918 -1.676 -1.383
H -2.099 -2.487 0.137
H -0.631 1.142 1.534
H -0.382 -0.630 1.947
H 0.365 0.328 -1.950
H 0.460 1.897 -1.265
H -1.073 0.922 -0.959
H 1.865 -1.504 0.769
*
```

Calculated values
Kohn-Sham gap, eV: 9.90
HOMO energy, eV: -13.0671
LUMO, eV: -3.169

---

Result of the stability comparison: Q is the least stable of them.

---

P.
C14H14N2O3 | wB97M-V/def2-TZVPD

ORCA input file:
```
! RIJCOSX wB97M-V def2-TZVPD def2/J DEFGRID3
* xyz 0 1
C 0.103 2.480 1.613
N 0.085 1.549 0.497
C -0.689 0.363 0.605
O 0.285 -0.913 0.539
C -0.278 -2.102 0.760
C -1.635 -2.324 0.965
C -2.113 -3.627 1.099
C -1.244 -4.702 1.093
C 0.131 -4.507 1.005
C 0.633 -3.205 0.858
N 2.066 -2.906 0.994
O 2.875 -3.875 1.059
O 2.441 -1.706 1.069
C 0.180 2.107 -0.791
C -0.522 3.294 -1.093
C -0.284 4.019 -2.250
C 0.756 3.632 -3.107
C 1.547 2.523 -2.771
C 1.223 1.733 -1.659
H 0.689 3.353 1.291
H -0.941 2.737 1.890
H 0.666 2.099 2.469
H -1.293 0.097 -0.284
H -1.258 0.341 1.568
H -2.306 -1.456 0.958
H -3.189 -3.727 1.174
H -1.648 -5.690 1.164
H 0.833 -5.337 1.049
H -1.301 3.607 -0.403
H -0.923 4.863 -2.506
H 0.970 4.230 -3.994
H 2.382 2.239 -3.432
H 1.761 0.812 -1.430
*
```

Calculated values
Kohn-Sham gap, eV: 8.51
HOMO energy, eV: -8.8428
LUMO, eV: -0.338
SMILES: CN(COc1ccccc1[N+](=O)[O-])c1ccccc1

---

Q.
C14H14N2O3 | wB97M-V/def2-TZVPD

ORCA input file:
```
! RIJCOSX wB97M-V def2-TZVPD def2/J DEFGRID3
* xyz 0 1
O 1.331 -1.108 -1.745
C 0.357 -0.675 -1.160
C -0.413 0.565 -1.546
C 0.058 1.760 -0.697
C -0.694 3.000 -1.091
C -0.251 3.787 -2.146
C -0.961 4.908 -2.535
C -2.127 5.255 -1.874
C -2.578 4.476 -0.823
C -1.866 3.354 -0.436
N -0.133 -1.299 -0.063
N 0.535 -2.396 0.473
C 0.263 -2.764 1.754
O -0.617 -2.210 2.390
C 1.080 -3.881 2.243
C 2.085 -4.617 1.660
C 2.492 -5.558 2.626
C 1.710 -5.327 3.722
O 0.863 -4.324 3.498
H -1.483 0.408 -1.400
H -0.225 0.775 -2.599
H 1.128 1.904 -0.856
H -0.108 1.544 0.361
H 0.660 3.520 -2.662
H -0.603 5.514 -3.355
H -2.682 6.131 -2.177
H -3.486 4.742 -0.303
H -2.222 2.751 0.388
H -0.857 -0.950 0.554
H 1.333 -2.676 -0.081
H 2.485 -4.510 0.672
H 3.256 -6.301 2.523
H 1.672 -5.800 4.683
*
```

Calculated values
Kohn-Sham gap, eV: 9.47
HOMO energy, eV: -8.8343
LUMO, eV: 0.638
SMILES: O=C(CCc1ccccc1)NNC(=O)c1ccco1

---

Result of the stability comparison: P is the least stable of them.

---

P.
C2H3N3OS | wB97M-V/def2-TZVPD

ORCA input file:
```
! RIJCOSX wB97M-V def2-TZVPD def2/J DEFGRID3
* xyz 0 3
C -0.949 -1.281 0.198
C 0.770 0.690 -0.125
N -0.530 -2.309 -0.024
N 1.347 -0.302 -0.679
N -1.040 -0.028 0.284
O 0.707 1.822 0.146
S -1.732 1.077 1.329
H 0.988 -1.318 -0.489
H 2.249 -0.398 -1.083
H -1.809 2.047 0.443
*
```

Calculated values
Kohn-Sham gap (spin up / spin down), eV: 5.16 / 7.42
HOMO energy (spin up / spin down), eV: -4.8808 / -10.4603
LUMO (spin up / spin down), eV: 0.275 / -3.040

---

Q.
C2H3N3OS | wB97M-V/def2-TZVPD

ORCA input file:
```
! RIJCOSX wB97M-V def2-TZVPD def2/J DEFGRID3
* xyz 0 3
C 0.339 -0.261 -0.059
C -0.651 0.659 -0.016
N -0.256 -1.487 0.018
N -1.894 -0.099 0.005
N -1.534 -1.382 0.048
O -0.387 1.969 0.022
S -3.566 0.150 -0.007
H 1.410 0.045 -0.016
H -1.078 2.485 0.386
H -0.007 -2.403 0.283
*
```

Calculated values
Kohn-Sham gap (spin up / spin down), eV: 5.94 / 6.93
HOMO energy (spin up / spin down), eV: -5.2596 / -8.9303
LUMO (spin up / spin down), eV: 0.684 / -2.005

---

Result of the stability comparison: P is the least stable of them.

---

P.
C35H32GeN2O4STi | wB97M-V/def2-TZVPD

ORCA input file:
```
! RIJCOSX wB97M-V def2-TZVPD def2/J DEFGRID3
* xyz 0 1
Ti 0.095 -0.681 1.193
N -0.921 1.304 1.133
C -1.267 1.708 2.521
C -0.846 0.657 3.554
O -0.654 1.009 4.711
N -0.768 -0.581 3.028
C -0.280 -1.637 3.900
C 1.097 -2.101 3.419
O 1.944 -2.570 4.135
O 1.264 -1.887 2.115
H -0.381 2.020 0.660
H -1.776 1.186 0.592
H -2.346 1.845 2.602
H -0.785 2.648 2.782
H -0.948 -2.503 3.858
H -0.204 -1.301 4.934
O 1.651 0.137 0.022
S 3.093 -0.304 0.290
C 4.035 0.899 -0.626
C 3.408 2.020 -1.146
C 4.171 2.936 -1.855
C 5.531 2.724 -2.033
C 6.138 1.587 -1.517
C 5.387 0.658 -0.814
C 3.395 0.214 1.966
C 4.262 -0.548 2.728
C 4.437 -0.217 4.065
C 3.725 0.835 4.620
C 2.842 1.577 3.844
C 2.683 1.277 2.502
H 2.341 2.142 -1.024
H 3.699 3.813 -2.278
H 6.119 3.443 -2.588
H 7.196 1.419 -1.670
H 5.851 -0.240 -0.423
H 4.747 -1.420 2.311
H 5.092 -0.815 4.683
H 3.836 1.062 5.672
H 2.260 2.372 4.291
H 2.000 1.847 1.885
C -0.853 -1.890 0.174
Ge -1.989 -1.145 -1.181
C -0.892 0.101 -2.254
C -0.998 1.489 -2.209
C -0.090 2.311 -2.871
C 0.947 1.749 -3.598
C 1.071 0.367 -3.656
C 0.166 -0.441 -2.989
C -2.741 -2.532 -2.338
C -3.600 -2.173 -3.377
C -4.158 -3.132 -4.208
C -3.863 -4.475 -4.011
C -3.010 -4.847 -2.984
C -2.454 -3.880 -2.156
C -3.485 -0.100 -0.435
C -4.213 0.828 -1.184
C -5.268 1.537 -0.624
C -5.616 1.329 0.703
C -4.912 0.406 1.462
C -3.857 -0.300 0.896
H -0.916 -2.961 0.353
H -1.803 1.957 -1.653
H -0.204 3.388 -2.826
H 1.656 2.381 -4.119
H 1.880 -0.081 -4.221
H 0.294 -1.518 -3.031
H -3.843 -1.130 -3.549
H -4.823 -2.834 -5.009
H -4.297 -5.227 -4.657
H -2.775 -5.892 -2.825
H -1.786 -4.188 -1.360
H -3.968 0.999 -2.227
H -5.818 2.250 -1.225
H -6.436 1.882 1.144
H -5.180 0.236 2.497
H -3.293 -0.999 1.506
*
```

Calculated values
Kohn-Sham gap, eV: 7.42
HOMO energy, eV: -7.4127
LUMO, eV: 0.010

---

Q.
C35H32GeN2O4STi | wB97M-V/def2-TZVPD

ORCA input file:
```
! RIJCOSX wB97M-V def2-TZVPD def2/J DEFGRID3
* xyz 0 1
Ti -0.278 -0.800 0.906
N -0.860 -1.133 -1.171
C -1.671 -2.387 -1.214
C -1.824 -3.002 0.175
O -2.805 -3.689 0.414
N -0.770 -2.700 0.993
C -0.861 -3.142 2.395
C -1.098 -1.927 3.291
O -1.674 -1.985 4.339
O -0.618 -0.791 2.740
H -1.339 -0.361 -1.613
H 0.000 -1.279 -1.694
H -1.197 -3.129 -1.851
H -2.666 -2.198 -1.599
H 0.073 -3.605 2.706
H -1.673 -3.843 2.536
O -0.944 1.125 0.674
S -1.576 1.664 1.976
C -2.516 3.091 1.464
C -2.898 3.254 0.143
C -3.678 4.349 -0.192
C -4.061 5.262 0.786
C -3.648 5.096 2.101
C -2.857 4.009 2.446
C -3.024 0.639 2.279
C -3.509 0.553 3.570
C -4.582 -0.288 3.824
C -5.129 -1.052 2.803
C -4.615 -0.970 1.515
C -3.560 -0.112 1.244
H -2.570 2.547 -0.611
H -3.986 4.493 -1.220
H -4.672 6.115 0.516
H -3.929 5.819 2.856
H -2.513 3.874 3.468
H -3.035 1.102 4.376
H -4.960 -0.378 4.835
H -5.940 -1.739 3.016
H -5.023 -1.588 0.725
H -3.157 -0.030 0.243
C 1.593 -0.765 1.057
Ge 2.468 -0.452 -0.613
C 1.744 1.203 -1.399
C 0.913 1.312 -2.515
C 0.358 2.535 -2.890
C 0.634 3.677 -2.153
C 1.477 3.595 -1.047
C 2.021 2.371 -0.676
C 4.398 -0.270 -0.546
C 5.127 -0.075 -1.720
C 6.511 0.029 -1.685
C 7.183 -0.060 -0.470
C 6.470 -0.251 0.707
C 5.081 -0.355 0.668
C 2.159 -1.957 -1.865
C 2.089 -1.860 -3.259
C 1.873 -2.985 -4.052
C 1.739 -4.234 -3.460
C 1.818 -4.354 -2.076
C 2.016 -3.226 -1.288
H 2.177 -1.035 1.933
H 0.691 0.440 -3.123
H -0.285 2.594 -3.761
H 0.204 4.629 -2.442
H 1.706 4.485 -0.473
H 2.660 2.319 0.202
H 4.610 -0.004 -2.674
H 7.068 0.181 -2.603
H 8.264 0.016 -0.443
H 6.994 -0.319 1.654
H 4.526 -0.504 1.589
H 2.221 -0.898 -3.744
H 1.813 -2.885 -5.130
H 1.576 -5.111 -4.075
H 1.718 -5.328 -1.610
H 2.030 -3.318 -0.207
*
```

Calculated values
Kohn-Sham gap, eV: 7.15
HOMO energy, eV: -7.1242
LUMO, eV: 0.029

---

Result of the stability comparison: Q is the least stable of them.